Record 1
The following is a DFT calculation (ωB97M-V/def2-TZVPD) of a cluster of 2 separate species, C17H19NO in total in a non-equilibrium geometry.

Each line ends with the natural charge from an NBO analysis.
Positions of all 38 atoms, in Å:
C 2.35 -0.86 -2.09  -0.401
C 3.00 -0.87 -3.49  -0.612
C 2.38 0.37 -1.33  -0.067
C 2.06 0.28 0.10  -0.163
C 2.54 1.56 -1.98  -0.225
C 1.91 1.36 0.86  -0.255
C 2.22 2.77 -1.18  -0.280
C 1.87 2.59 0.19  0.277
O 1.86 3.62 1.06  -0.678
H 1.30 -1.16 -2.29  0.215
H 2.83 -1.80 -1.44  0.189
H 2.82 0.08 -3.80  0.198
H 2.23 -0.79 0.57  0.219
H 2.85 1.95 -2.94  0.235
H 1.59 1.51 1.88  0.229
H 2.34 3.88 -1.50  0.206
H 1.47 4.43 0.52  0.477
H 2.48 -1.45 -4.36  0.219
H 4.12 -1.13 -3.18  0.215
C -1.23 -3.34 1.44  -0.643
C -2.46 -1.12 1.26  -0.063
C -1.29 -1.90 1.71  -0.089
C -2.25 0.28 1.77  0.112
C -0.74 -1.07 2.76  -0.040
C -3.39 -1.37 0.22  -0.244
C -3.11 1.29 1.26  -0.217
C -4.14 -0.31 -0.18  -0.204
C -4.12 1.09 0.41  -0.240
N -1.13 0.23 2.60  -0.530
H -3.40 -2.32 -0.36  0.220
H -0.78 -3.95 2.32  0.229
H -0.57 -3.31 0.49  0.225
H 0.17 -1.34 3.39  0.211
H -0.92 0.92 3.40  0.419
H -2.87 2.31 1.68  0.202
H -4.91 -0.57 -0.86  0.199
H -4.83 1.89 0.00  0.232
H -2.24 -3.73 1.09  0.223

As for the energy above the lowest of the compared OMol25 structures with the same formula, charge and spin: 554.23 kJ/mol. The value obtained for the total energy is -789.02602 a.u.

***

Record 2
The following is a DFT calculation (ωB97M-V/def2-TZVPD) of the molecule C17H19NO4.

Each line ends with the natural charge from an NBO analysis.
Positions of all 41 atoms, in Å:
C -7.08 -1.97 0.86  -0.253
H -6.90 -1.69 1.91  0.177
O -6.85 -0.88 -0.01  -0.487
C -5.60 -0.34 -0.06  0.308
C -5.45 0.74 -0.93  -0.256
C -4.22 1.35 -1.06  -0.136
C -3.12 0.90 -0.34  -0.180
C -3.28 -0.16 0.54  -0.179
C -4.51 -0.78 0.68  -0.273
H -4.60 -1.60 1.38  0.213
H -2.46 -0.51 1.15  0.205
C -1.83 1.63 -0.51  0.663
O -1.77 2.81 -0.80  -0.619
N -0.71 0.87 -0.36  -0.614
H -0.81 -0.11 -0.14  0.394
C 0.62 1.42 -0.43  -0.260
C 1.26 1.51 0.97  -0.068
O 2.57 2.00 0.92  -0.505
C 3.59 1.19 0.51  0.407
C 4.84 1.80 0.42  -0.316
C 5.94 1.07 0.04  -0.163
C 5.83 -0.28 -0.27  -0.370
C 4.59 -0.89 -0.17  0.412
C 3.47 -0.15 0.22  -0.418
H 2.53 -0.68 0.27  0.220
O 4.34 -2.21 -0.44  -0.514
C 5.41 -3.03 -0.84  -0.253
H 6.18 -3.08 -0.07  0.177
H 4.98 -4.02 -1.00  0.199
H 5.86 -2.67 -1.77  0.177
H 6.70 -0.83 -0.57  0.219
H 6.90 1.54 -0.03  0.215
H 4.92 2.85 0.66  0.224
H 1.22 0.54 1.48  0.163
H 0.70 2.24 1.57  0.204
H 1.24 0.81 -1.08  0.201
H 0.53 2.42 -0.85  0.244
H -4.10 2.20 -1.72  0.236
H -6.30 1.07 -1.49  0.227
H -8.13 -2.22 0.74  0.203
H -6.47 -2.83 0.60  0.177

As for the energy above the lowest of the compared OMol25 structures with the same formula, charge and spin: 246.42 kJ/mol. The value obtained for the total energy is -1014.90377 a.u.

***

Record 3
The following is a DFT calculation (ωB97M-V/def2-TZVPD) of the molecule C17H19NO7S in a non-equilibrium geometry.

Each line ends with the natural charge from an NBO analysis.
Positions of all 45 atoms, in Å:
C 2.74 1.93 1.23  -0.644
C 2.12 3.30 0.95  -0.063
H 1.61 3.69 1.84  0.171
H 2.90 4.01 0.67  0.199
O 1.26 3.28 -0.17  -0.486
C 0.08 2.63 -0.10  0.321
C -0.53 2.19 1.08  -0.266
C -1.72 1.49 1.02  -0.171
C -2.31 1.23 -0.20  -0.377
C -1.75 1.69 -1.37  -0.168
C -0.56 2.40 -1.32  -0.252
H -0.09 2.77 -2.22  0.230
H -2.24 1.48 -2.31  0.242
S -3.66 0.05 -0.26  2.315
O -4.73 0.42 0.61  -0.922
O -3.95 -0.25 -1.63  -0.939
N -2.91 -1.28 0.47  -0.872
C -1.58 -1.50 0.18  0.303
C -1.18 -1.45 -1.16  -0.401
C 0.14 -1.60 -1.53  0.399
C 1.13 -1.82 -0.53  0.222
C 0.74 -1.89 0.78  -0.237
C -0.60 -1.71 1.17  -0.281
C -0.95 -1.71 2.58  0.786
O -2.07 -1.54 3.03  -0.638
O 0.09 -1.89 3.41  -0.687
H -0.23 -1.89 4.32  0.503
H 1.46 -2.06 1.56  0.241
O 2.40 -1.94 -0.99  -0.483
C 3.42 -2.20 -0.05  -0.251
H 3.25 -3.14 0.49  0.177
H 3.51 -1.38 0.68  0.173
H 4.34 -2.27 -0.63  0.203
O 0.59 -1.54 -2.80  -0.482
C -0.33 -1.33 -3.84  -0.254
H -1.07 -2.13 -3.89  0.185
H 0.25 -1.32 -4.76  0.204
H -0.85 -0.37 -3.73  0.180
H -1.96 -1.30 -1.89  0.259
H -3.11 -1.35 1.47  0.454
H -2.20 1.14 1.92  0.238
H -0.08 2.38 2.04  0.217
H 3.44 2.01 2.05  0.218
H 3.26 1.58 0.35  0.218
H 1.97 1.20 1.49  0.216

As for the energy above the lowest of the compared OMol25 structures with the same formula, charge and spin: 0.00 kJ/mol. The value obtained for the total energy is -1638.81980 a.u.

***

Record 4
The following is a DFT calculation (ωB97M-V/def2-TZVPD) of the molecule C17H19NOS.

Each line ends with the natural charge from an NBO analysis.
Positions of all 39 atoms, in Å:
C 1.63 1.15 -2.11  -0.657
C 1.18 -0.16 -2.68  0.007
C 2.07 -1.23 -2.69  -0.214
C 1.71 -2.46 -3.22  -0.206
C 0.45 -2.64 -3.75  -0.223
C -0.44 -1.59 -3.74  -0.190
C -0.10 -0.35 -3.21  -0.067
C -1.13 0.74 -3.21  -0.540
H -1.39 1.03 -4.23  0.239
H -0.81 1.62 -2.65  0.227
S -2.72 0.18 -2.49  0.185
C -2.17 -0.19 -0.80  -0.539
C -2.14 1.07 0.07  -0.241
N -1.61 0.81 1.38  -0.610
C -0.32 1.07 1.70  0.671
O 0.44 1.61 0.91  -0.635
C 0.09 0.66 3.07  -0.155
C 1.42 0.28 3.26  -0.169
C 1.86 -0.10 4.51  -0.208
C 0.99 -0.09 5.59  -0.196
C -0.33 0.32 5.41  -0.229
C -0.78 0.69 4.15  -0.151
H -1.80 1.03 4.03  0.204
H -1.00 0.35 6.25  0.215
H 1.33 -0.38 6.57  0.216
H 2.88 -0.41 4.65  0.217
H 2.08 0.28 2.41  0.234
H -2.17 0.24 2.00  0.396
H -1.49 1.82 -0.39  0.231
H -3.15 1.48 0.15  0.203
H -2.88 -0.92 -0.40  0.220
H -1.18 -0.65 -0.86  0.232
H -1.44 -1.72 -4.14  0.217
H 0.16 -3.59 -4.17  0.211
H 2.42 -3.28 -3.21  0.211
H 3.06 -1.10 -2.29  0.206
H 1.15 1.35 -1.16  0.260
H 2.71 1.13 -1.94  0.216
H 1.41 1.97 -2.79  0.211

As for the energy above the lowest of the compared OMol25 structures with the same formula, charge and spin: 11.42 kJ/mol. The value obtained for the total energy is -1187.41319 a.u.